*1*
C4H6O2S2 | ωB97M-V/def2-TZVPD

Atoms and positions in Å:
C 2.13 1.34 0.09
O 0.95 0.63 0.50
C 0.68 -0.51 -0.09
S 1.59 -1.31 -1.18
C -0.67 -1.03 0.40
C -1.86 -0.32 -0.21
O -2.98 -0.83 0.31
S -1.84 0.86 -1.33
H 2.15 2.26 0.68
H 2.07 1.54 -0.99
H 3.00 0.72 0.29
H -0.73 -0.88 1.48
H -0.78 -2.11 0.16
H -3.71 -0.37 -0.11

Its total charge is 0.

Atomic partial charges in e from the natural (NBO) method, atoms 1 to 5:
1. C -0.26
2. O -0.49
3. C 0.26
4. S -0.08
5. C -0.58

*2*
C4H6O2S2 | ωB97M-V/def2-TZVPD

Atoms and positions in Å:
C -0.99 0.92 0.33
C -1.55 2.07 0.22
C 0.24 -1.29 0.15
C 1.11 -0.71 -0.93
O -2.24 -1.18 0.81
O 2.80 -0.20 1.19
S -1.45 -0.61 -0.31
S 2.53 0.26 -0.19
H -1.22 2.95 0.95
H -2.38 2.39 -0.46
H 0.37 -2.29 0.19
H 0.60 -0.90 1.05
H 1.52 -1.47 -1.65
H 0.64 0.06 -1.36

Its total charge is 0.

Atomic partial charges in e from the natural (NBO) method, atoms 1 to 5:
1. C -0.20
2. C -0.47
3. C -0.57
4. C -0.61
5. O -0.95

*3*
C4H6O2S2 | ωB97M-V/def2-TZVPD

Atoms and positions in Å:
C -0.90 -0.17 1.35
C -0.67 0.40 -0.11
O -1.05 -0.58 -1.06
C 0.76 0.75 -0.36
S 1.25 2.34 -0.48
C 1.74 -0.34 -0.37
O 1.27 -1.40 -1.03
S 3.21 -0.33 0.19
H -0.04 -0.97 1.64
H -0.94 0.87 2.12
H -1.92 -0.62 1.22
H -1.34 1.26 -0.07
H -1.73 -0.08 -1.83
H 0.35 -1.13 -1.24

Its total charge is 0.

Atomic partial charges in e from the natural (NBO) method, atoms 1 to 5:
1. C -0.63
2. C -0.01
3. O -0.73
4. C -0.18
5. S 0.14

*1* has the most favorable energy; the next structure is 0.0877 hartree above.

*1*
C7H8N4 | ωB97M-V/def2-TZVPD

Atoms and positions in Å:
C 2.85 0.09 -0.54
C 2.88 -1.08 0.16
C 1.73 -1.06 0.98
N 1.06 0.15 0.75
N -0.07 0.64 1.34
C -1.46 0.18 0.44
C -1.51 0.05 -0.96
C -2.82 -0.14 -1.21
N -3.47 0.03 0.00
N -2.65 0.06 1.02
C 1.76 0.81 -0.20
H 3.59 0.35 -1.25
H 3.61 -1.73 0.16
H 1.54 -1.70 1.91
H -0.04 1.64 1.34
H -0.64 0.26 -1.42
H -3.40 -0.23 -2.16
H -4.38 -0.14 0.19
H 1.43 1.80 -0.54

Its total charge is 0.

Atomic partial charges in e from the natural (NBO) method, atoms 1 to 5:
1. C -0.30
2. C -0.28
3. C -0.08
4. N -0.19
5. N -0.42

*2*
C7H8N4 | ωB97M-V/def2-TZVPD

Atoms and positions in Å:
C 0.25 0.67 1.63
C -1.82 0.95 0.42
C -0.15 1.81 2.34
C -2.03 2.07 1.12
C -0.64 0.19 0.57
C -0.34 -1.06 0.11
C 0.99 -1.56 -0.17
N -1.19 2.60 2.01
N 0.02 -1.40 -3.36
N -1.46 -1.22 -1.61
N -0.84 -1.25 -2.56
H 1.25 0.17 1.97
H -2.56 0.71 -0.35
H 0.75 2.18 2.98
H -2.97 2.54 1.02
H 1.71 -0.77 -0.16
H 1.17 -2.24 -1.06
H 1.25 -2.24 0.66
H 0.21 -1.01 -4.30

Its total charge is 0.

Atomic partial charges in e from the natural (NBO) method, atoms 1 to 5:
1. C -0.28
2. C -0.26
3. C 0.03
4. C 0.04
5. C -0.17

*1* has the most favorable energy; the next structure is 0.1165 hartree above.